166
Properties=species:S:1:pos:R:3:forces:R:3:lowdin_spin:R:1 method="wB97M-V/def2-TZVPD" total_energy_ha=-3287.5239 multiplicity=2 homo_energy_ha="-0.388 / -0.388" largest_force_ha_per_bohr=0.076 lumo_energy_ha="-0.084 / -0.282" homo_lumo_gap_ev="8.26 / 2.88" total_charge=+1 relative_energy_kcal_mol=0.00
O -22.8311 8.1357 -22.1644 -0.7600 0.3154 0.1073 0.0000
O -19.0109 -0.8570 -22.9069 -1.2743 -0.0274 -1.9100 0.0000
O -20.0023 7.4712 -22.8210 -0.5313 0.4910 -1.7976 0.0000
O -24.5591 10.7747 -21.7705 0.0626 0.7719 0.9792 0.0000
O -22.2397 4.8340 -20.1084 -0.5990 -1.0886 1.3481 0.0000
O -14.8421 9.3232 -19.7313 0.1649 -0.8028 0.3658 0.0000
O -23.5761 4.6417 -17.6800 0.5407 -0.8997 -0.0022 0.0000
O -19.4025 7.0360 -20.1230 -0.5115 -0.0377 0.7731 0.0000
O -20.2433 4.7433 -22.1021 -0.7736 0.1557 -0.4398 0.0000
O -16.5945 2.8518 -22.9170 0.8620 -0.7992 -1.6506 0.0000
O -21.2792 -0.8845 -19.9171 1.3870 0.1289 -0.3734 0.0000
O -12.5601 6.8455 -26.3237 -0.3804 -0.6081 -1.2443 0.0154
O -15.9601 4.5612 -26.9584 0.3819 0.4613 0.5405 0.0041
O -23.1898 8.5131 -17.7362 -0.5100 -0.7701 -0.0259 0.0000
O -15.1480 2.0024 -18.5541 -0.4083 0.2213 -0.3115 0.0000
O -14.8185 -2.6569 -25.4318 0.2554 -0.5136 1.9885 0.0000
O -25.0093 10.8378 -18.4866 -1.9659 0.3089 0.0209 0.0000
O -14.2652 11.2362 -13.1473 0.4979 -0.1959 0.1386 0.0000
O -16.3806 -1.6639 -23.0264 -0.7558 -0.6588 -0.2983 0.0000
O -13.5128 1.7939 -25.8871 0.0669 1.0453 -0.7880 0.0003
N -13.7251 0.2863 -20.3138 0.2820 0.5496 -0.6919 0.0000
N -17.5929 5.0749 -21.3962 0.4897 -2.0108 0.9452 0.0006
N -15.9282 10.5502 -16.3774 -1.4749 0.5269 -0.6897 0.0000
N -14.7747 6.6685 -24.8929 1.9332 -3.2931 0.8130 0.6760
N -14.2622 -1.3344 -27.7772 0.7081 -0.1427 0.0553 0.0000
C -15.4761 10.2348 -18.7978 0.0585 0.9123 -1.8268 0.0000
C -15.6412 2.8319 -17.4943 0.5719 -0.7692 0.0756 0.0000
C -15.3546 5.3058 -24.6398 -1.1580 1.3658 -0.9955 0.0813
C -23.7416 10.8950 -17.9804 1.9123 -0.9570 0.1383 0.0000
C -14.3687 0.0824 -27.5148 -1.3548 1.5322 0.4935 0.0000
C -14.8712 -0.2180 -19.6172 0.0504 1.6884 2.0179 0.0000
C -20.8904 -0.9187 -21.3058 -1.6297 -0.7903 -0.7664 0.0000
C -11.6655 6.2390 -27.2932 0.1023 0.4532 -0.3354 0.0019
C -13.0687 2.6908 -26.9208 -0.4380 0.0670 -0.2559 0.0002
C -14.3378 11.1015 -14.5765 -0.4216 -0.2930 1.1992 0.0000
C -13.5294 6.9217 -24.1947 -0.8968 1.3866 1.4548 0.0728
C -12.4234 6.3398 -25.0236 0.8443 -0.3515 -0.9752 0.0507
C -19.8480 6.4905 -23.8577 0.8901 0.0705 2.0668 0.0000
C -15.0851 0.6025 -18.2776 -0.1173 -0.4982 -0.3692 0.0000
C -18.4431 6.3572 -19.3729 1.2107 -0.4980 -0.8451 0.0001
C -13.7981 10.0782 -12.4160 -0.2477 0.8946 -0.8534 0.0000
C -17.5873 2.5921 -21.9525 -0.6235 0.7676 -1.0266 0.0000
C -15.8119 0.5652 -27.2796 -0.0750 -0.8513 0.6138 0.0000
C -22.5893 9.4608 -22.5692 0.7461 1.3427 -0.7432 0.0000
C -19.4137 -0.8402 -21.5898 1.6551 0.9269 2.4642 0.0000
C -16.2766 1.6507 -23.7057 1.3042 0.9032 1.1150 0.0003
C -20.4123 7.4767 -19.2254 -1.2102 0.2623 0.0353 0.0000
C -17.4912 3.6484 -20.8589 -1.0366 0.1428 -0.5379 0.0001
C -16.2096 -2.8244 -25.2412 0.1032 0.2250 0.5664 0.0000
C -22.6744 3.5133 -19.6348 0.0137 0.6318 0.1508 0.0000
C -20.4502 5.1602 -23.4479 -0.6843 -0.4065 -0.0266 0.0000
C -16.4367 4.9846 -25.6760 -0.3635 -0.4063 -0.3028 0.0004
C -13.5074 0.4381 -26.2653 0.9296 -0.5870 -1.0922 0.0000
C -22.7852 3.5232 -18.0706 0.4786 -0.0045 -1.5024 0.0000
C -23.3776 9.7121 -17.0470 0.7307 2.1046 -0.1651 0.0000
C -16.6034 -2.9236 -23.6996 1.4315 -0.3133 -1.8957 0.0000
C -23.8123 10.3587 -22.8751 0.2965 -2.0777 0.0472 0.0000
C -17.3059 5.9911 -20.2951 1.0612 0.8957 -0.3096 0.0000
C -15.5934 10.2844 -14.9902 1.2890 0.6061 -0.0949 0.0000
C -15.1051 9.5633 -21.1129 -0.5070 1.0036 1.0680 0.0000
C -17.0134 4.0640 -27.7932 0.1836 -0.7312 0.2474 0.0002
C -14.5878 -1.6691 -19.4476 -0.3750 -0.7767 0.7703 0.0000
C -15.1473 9.9104 -17.3969 1.5517 -1.7335 1.1020 0.0000
H -14.6675 9.4367 -12.2717 0.3648 -0.4156 0.2587 0.0000
H -15.9794 -3.6814 -23.2259 0.2436 -0.0302 -0.0828 0.0000
H -23.4721 11.8222 -17.4747 -0.8842 0.2104 0.4087 0.0000
H -17.6107 -3.3339 -23.6287 -0.2728 0.9075 0.2483 0.0000
H -16.6114 2.4976 -17.1270 -0.2764 0.0365 -0.2527 0.0000
H -24.4864 9.7283 -23.4549 0.0840 0.1095 -0.7622 0.0000
H -12.9677 9.5933 -12.9292 -0.2055 -0.3413 -0.4478 0.0000
H -16.8441 10.1505 -16.5239 -0.5393 0.4425 0.1601 0.0000
H -15.8899 1.6507 -27.2198 0.1015 -0.0800 -0.3180 0.0000
H -13.5406 6.4978 -23.1905 -0.0885 -0.0103 -0.0576 -0.0005
H -14.5046 6.7819 -25.8596 -0.8369 0.8215 -1.3466 0.0192
H -14.6061 10.4930 -21.3863 -0.1301 0.1663 -0.3416 0.0000
H -13.8220 1.2846 -20.4326 0.0776 0.2833 -0.1568 0.0000
H -17.6319 4.8233 -28.2717 -0.0661 0.2686 0.4647 0.0001
H -19.9587 4.4659 -24.1294 -0.4143 -0.5962 -0.2104 0.0000
H -17.5749 3.3460 -27.1956 -0.5870 0.2231 -0.0005 0.0001
H -21.6566 4.7360 -20.8646 0.4071 -0.0765 -0.3122 0.0000
H -16.7085 -1.9763 -25.7102 -0.4815 0.1285 0.2300 0.0000
H -20.1370 6.8883 -24.8305 -0.6595 -0.0161 0.2723 0.0000
H -25.0186 10.3005 -19.2820 0.1153 0.0915 0.1769 0.0000
H -16.5521 10.2078 -18.9700 -0.2340 0.1765 -0.0350 0.0000
H -12.0111 2.6910 -27.1846 0.4349 -0.4899 0.6974 0.0000
H -14.5330 4.5899 -24.6159 0.4262 -0.0824 -0.2743 0.0356
H -12.5985 5.2651 -24.9753 0.4815 -0.3734 -0.2095 0.0026
H -15.2779 8.8304 -17.3284 0.3725 -0.6104 0.1968 0.0000
H -12.4828 0.1407 -26.4883 0.4550 0.0322 -0.2828 0.0000
H -23.1279 2.5608 -17.6905 -0.7055 0.2136 -0.0920 0.0000
H -20.9109 6.6646 -18.6963 0.2854 -0.4344 -0.1045 0.0000
H -15.7845 -0.0400 -20.1848 -0.4183 -0.2027 -0.0895 0.0000
H -21.4566 -0.1591 -21.8448 0.3443 0.4552 -0.1267 0.0000
H -21.9842 9.4536 -23.4758 -0.1911 -0.1131 -0.5708 0.0000
H -22.4278 9.9881 -16.5889 0.2928 0.1895 0.2331 0.0000
H -16.9182 6.9119 -20.7309 -0.3139 0.3360 -0.2005 0.0000
H -15.3548 -2.1268 -18.8228 -0.0689 -0.4220 -0.2746 0.0000
H -16.8424 5.1076 -22.0713 0.0072 0.3832 -0.0812 0.0003
H -19.3872 5.0181 -21.7658 0.9220 0.1965 -0.0773 0.0000
H -16.3960 10.6606 -14.3559 -0.0706 -0.0317 -0.1132 0.0000
H -14.4497 12.1156 -14.9602 -0.0878 -0.0280 -0.0114 0.0000
H -23.0733 10.9562 -18.8394 0.6648 -0.5462 -0.0152 0.0000
H -19.0175 0.0794 -21.1592 -0.2891 0.5330 0.4589 0.0000
H -13.4167 8.0028 -24.1133 0.1179 0.2115 -0.0421 0.0221
H -24.8848 10.0010 -21.3049 -0.0225 -0.1968 -0.2305 0.0000
H -16.5004 -3.7106 -25.8052 -0.4017 -0.2992 0.3609 0.0000
H -10.6337 6.4407 -27.0052 0.0339 -0.2319 0.1520 0.0009
H -23.1690 5.2874 -18.2623 -0.3467 0.9175 -0.0794 0.0000
H -21.9997 2.7265 -19.9724 0.2985 0.0130 0.1052 0.0000
H -23.6354 3.3142 -20.1092 -0.2437 -0.0229 0.2609 0.0000
H -16.4508 5.6936 -19.6881 0.0621 -0.5922 0.2504 0.0000
H -21.7702 3.5843 -17.6780 0.2854 0.3766 0.1264 0.0000
H -20.0099 8.1383 -18.4583 0.1706 0.2823 -0.1409 0.0000
H -14.5909 -2.0762 -26.1615 -0.3017 0.0379 -0.8672 0.0000
H -18.0622 -0.9982 -22.9484 0.3127 -0.0865 0.1838 0.0000
H -24.0802 9.6092 -16.2201 -0.3853 0.0929 -0.1860 0.0000
H -13.7107 -0.1829 -25.3928 -0.7727 0.2145 0.0159 0.0000
H -11.8334 5.1843 -27.5109 -0.1184 -0.1905 0.8451 0.0002
H -14.3317 0.4388 -17.5070 0.4808 -0.2498 -0.1978 0.0000
H -16.0169 0.2446 -17.8397 -0.3811 0.1014 0.0300 0.0000
H -15.7694 5.2515 -23.6333 -0.0757 0.1911 -0.0444 0.0128
H -14.9760 2.8022 -16.6313 0.2637 -0.1029 0.0941 0.0000
H -18.7963 6.2335 -23.9842 0.6161 0.3711 0.0804 0.0000
H -18.4893 2.7096 -22.5532 -0.7883 -0.1615 0.6879 0.0000
H -17.0801 5.8566 -25.7927 -0.0606 0.2932 0.0081 0.0000
H -16.5297 0.1233 -27.9707 0.1544 0.3518 -0.4980 0.0000
H -16.5883 3.4716 -20.2745 0.1107 0.2213 0.1253 0.0000
H -15.0742 11.2341 -18.9650 -0.3757 0.3272 -0.4659 0.0000
H -17.9863 7.0002 -18.6206 -0.1561 0.2427 0.2919 0.0000
H -11.4151 6.6006 -24.7020 -0.1221 -0.1411 0.7644 0.0020
H -13.8664 -0.1455 -21.2158 0.7961 0.2580 -0.6240 0.0000
H -17.5087 1.5439 -21.6641 -0.0316 0.1410 0.7812 0.0000
H -16.1805 0.1977 -26.3218 0.1763 -0.0543 0.3123 0.0000
H -13.3368 3.7155 -26.6636 -0.1006 -0.1524 0.4096 0.0003
H -23.4790 11.2275 -23.4427 -0.1216 -0.0002 0.1572 0.0000
H -21.2282 7.9507 -19.7709 0.3162 0.2229 -0.1649 0.0000
H -22.2361 -0.8506 -19.8477 0.0122 -0.0301 -0.2792 0.0000
H -14.0342 0.5982 -28.4148 0.4029 0.4393 0.1560 0.0000
H -14.7635 -1.6160 -28.6076 -0.6113 0.1133 -0.0013 0.0000
H -13.5388 2.5356 -27.8918 -0.4750 -0.2810 0.1143 0.0000
H -21.2484 -1.8454 -21.7543 -0.0349 -0.3673 0.0190 0.0000
H -13.3347 10.3883 -11.4794 -0.5758 0.2984 0.1264 0.0000
H -19.6533 7.1958 -21.9701 0.1774 -0.4997 0.4410 0.0000
H -23.5225 7.8805 -17.0954 0.0826 -0.7148 -0.4675 0.0000
H -21.8893 9.9766 -21.9120 -0.2275 0.1358 0.7897 0.0000
H -14.5084 -2.1336 -20.4305 -0.4120 -0.2202 -0.0122 0.0000
H -13.3716 10.7237 -14.9109 -0.0583 -0.3547 -0.3650 0.0000
H -11.8006 6.6736 -28.2836 -0.3407 0.6425 0.3680 0.0001
H -14.7813 8.7861 -21.8051 0.4255 -0.4175 0.6484 0.0000
H -18.8210 -1.5832 -21.0562 -0.5225 -0.6117 0.3892 0.0000
H -16.1818 9.6501 -21.2588 -0.1991 0.2549 -0.1571 0.0000
H -13.6178 -1.8594 -18.9882 -0.0148 0.3431 0.1993 0.0000
H -15.4321 -1.5161 -23.0408 0.1337 -0.0064 -0.1098 0.0000
H -21.5375 5.1242 -23.5170 0.0188 0.0517 -0.5914 0.0000
H -13.3074 -1.4001 -28.1000 0.4897 -0.7651 0.2082 0.0000
H -15.4766 9.2165 -14.8054 0.1879 -0.2871 0.2004 0.0000
H -14.0976 10.1385 -17.2122 0.1444 -0.1534 -0.0971 0.0000
H -22.0677 7.6541 -22.4914 0.2631 -0.3143 0.2024 0.0000
H -17.0735 4.2172 -25.2357 0.0191 -0.2737 0.0872 -0.0005
H -15.6233 1.1014 -23.0278 0.3693 -0.3335 -0.2458 0.0000
H -18.3820 3.5485 -20.2386 0.1601 -0.3013 0.3387 0.0000
H -15.7072 1.9930 -24.5698 -0.0001 -0.0853 0.0398 0.0002
H -17.0166 0.9120 -24.0136 -0.9487 0.7609 0.1652 0.0000
H -18.8115 5.4671 -18.8630 -0.5151 -0.0751 0.0411 0.0000
H -15.6662 3.8716 -17.8206 -0.1453 -0.1872 -0.2969 0.0000
H -16.6178 3.4508 -28.6029 0.5825 0.2836 0.0699 0.0000